(1)
Molecular formula: C4H4BrNOS
Method: DFT, ωB97M-V/def2-TZVPD

Output
- Energy relative to the best compared isomer or geometry (same formula, charge and spin): 1.301 eV
- HOMO-LUMO gap: 0.32395 hartree
- Total energy: -3256.95800 hartree
- E_HOMO: -8.201 eV

Geometry (Å):
N  -1.695599  -0.248806  -0.157180
C  -0.383190  0.264475  -0.037277
S  -0.005041  1.981477  0.077638
C  1.717772  1.740329  -0.131163
C  2.062255  0.495894  -0.051818
Br  3.870410  -0.186799  -0.056263
C  0.684454  -0.542838  0.077544
O  0.547585  -1.895326  -0.051046
H  -1.581910  -1.217420  -0.010514
H  -2.374981  0.231869  0.371308
H  2.366483  2.648844  -0.223982
H  1.217475  -2.315933  0.498430

Atoms 1-3, force components in eV/Å:
N 1.8941 1.2431 -0.9923
C -0.1557 0.1639 0.8035
S -0.2853 -0.2288 -0.8090

natural (NBO) population analysis, charges in e, atoms 1 to 5: -0.806 -0.063 0.353 -0.452 -0.121

---

(2)
Molecular formula: C4H4CaO5
Method: DFT, ωB97M-V/def2-TZVPD

Output
- Energy relative to the best compared isomer or geometry (same formula, charge and spin): 0.376 eV
- 2S+1: 2
- HOMO-LUMO gap (spin up / spin down): 0.16747 / 0.25653 hartree
- Total energy: -1208.67030 hartree
- E_HOMO (spin up / spin down): -1.456 / -4.013 eV
- Net charge: -1

Geometry (Å):
O  1.354310  2.470710  0.411434
C  1.524651  1.591987  1.181860
O  1.837841  1.253144  2.270654
O  0.545083  -0.318433  0.282603
C  -0.885040  -0.029747  0.100086
H  -1.100994  0.777932  0.823181
C  -1.093940  0.545399  -1.293440
H  -0.408011  1.379220  -1.533166
H  -0.953539  -0.207483  -2.085637
H  -2.122068  0.932709  -1.379014
C  1.007637  -1.805326  0.212600
O  0.105062  -2.630340  0.480672
O  2.155425  -1.986620  -0.150181
Ca  -1.966418  -1.973146  0.678351

Atoms 1-3, force components in eV/Å:
O -0.2886 -1.8490 -0.6852
C 0.6718 2.7435 2.0399
O -0.4457 -1.2691 -1.4166

natural (NBO) population analysis, charges in e, atoms 1 to 5: -0.564 1.064 -0.560 -0.682 -0.560